(1)
9
Properties=species:S:1:pos:R:3 method="wB97M-V/def2-TZVPD" total_charge=+1 homo_energy_ha=-0.599 lumo_ev=-4.49 spin_multiplicity=1 e_above_lowest_ev=0.854
C 0.97 0.31 0.00
C -0.87 -0.25 -0.11
N 0.39 -0.88 -0.02
N -0.15 1.05 -0.06
H 1.94 0.76 -0.21
H -1.47 -0.63 -0.98
H -1.37 -0.58 0.97
H 0.76 -1.79 0.21
H -0.19 2.02 0.21

(2)
52
Properties=species:S:1:pos:R:3 method="wB97M-V/def2-TZVPD" s_squared=6.05 homo_energy_ha="-0.303 / -0.352" lumo_ev="-0.94 / -3.31" spin_multiplicity=5 e_above_lowest_ev=4.587
Ir 1.74 0.02 -0.98
O -2.19 0.54 -2.33
C -1.27 0.96 -1.78
N -0.27 1.36 -1.18
C -0.07 2.72 -0.69
C 1.39 3.08 -0.65
C 1.76 4.41 -0.56
C 3.11 4.73 -0.47
C 4.04 3.70 -0.46
C 3.60 2.40 -0.56
N 2.30 2.10 -0.65
C -2.07 -2.46 -2.68
C -2.90 -3.23 -1.88
C -2.32 -4.40 -1.40
C -1.00 -4.70 -1.73
C -0.29 -3.84 -2.54
N -0.86 -2.71 -3.00
H -0.48 2.78 0.33
H -0.60 3.44 -1.30
H 1.01 5.19 -0.56
H 3.43 5.76 -0.40
H 5.10 3.90 -0.39
H 4.28 1.56 -0.55
H -3.91 -2.94 -1.63
H -2.89 -5.07 -0.76
H -0.53 -5.61 -1.37
H 0.74 -4.02 -2.82
O 3.75 -3.01 -2.92
S 3.15 -2.12 -1.99
O 2.57 -3.13 -0.85
O 1.93 -1.41 -2.53
O 3.96 -1.12 -1.32
F -0.81 -1.70 0.13
C -1.02 -0.81 1.10
C -2.33 -0.62 1.49
F -3.27 -1.35 0.89
C -2.68 0.30 2.49
C -1.60 1.00 3.06
C -0.30 0.80 2.66
F 0.63 1.54 3.26
C 0.05 -0.11 1.65
C 1.44 -0.31 1.19
C 1.82 -1.40 0.34
N 2.17 -2.60 0.41
C 2.52 0.33 1.88
N 3.44 0.83 2.35
F -1.82 1.91 4.01
C -4.04 0.52 2.89
C -4.40 1.39 3.95
N -4.76 2.09 4.79
C -5.14 -0.12 2.26
N -6.07 -0.58 1.77

(3)
10
Properties=species:S:1:pos:R:3 method="wB97M-V/def2-TZVPD" total_charge=+3 s_squared=6.01 homo_energy_ha="-0.959 / -0.951" lumo_ev="-16.36 / -19.37" spin_multiplicity=5 e_above_lowest_ev=1.491
C -0.81 -0.22 -0.15
C -1.08 1.07 -0.51
H -1.71 1.70 0.11
H -0.81 1.37 -1.53
C 0.72 -0.17 -0.33
O 1.47 -0.64 0.53
Ir 3.14 -1.11 0.83
H 1.07 0.00 -1.36
O -1.33 -0.74 0.96
H -0.65 -1.25 1.45

(4)
18
Properties=species:S:1:pos:R:3 method="wB97M-V/def2-TZVPD" total_charge=+1 homo_energy_ha="-0.417 / -0.417" lumo_ev="-3.10 / -3.10" spin_multiplicity=1 e_above_lowest_ev=0.935
C -0.41 0.51 -1.62
C -1.32 0.52 -0.45
C 0.30 -0.68 -1.05
N -2.39 -0.24 -0.49
N 1.20 -0.54 -0.13
N -0.88 1.21 0.58
N 1.39 0.57 0.41
S 3.14 -1.01 2.31
S 2.39 0.84 1.80
H -0.87 0.17 -2.49
H 0.21 -1.73 -1.53
H -2.85 -0.61 -1.25
H 1.81 -1.37 0.31
H 0.03 1.67 0.50
H -1.15 0.93 1.52
H -2.85 -0.43 0.43
H 1.95 -1.13 2.88
H 0.31 1.32 -1.74

(5)
72
Properties=species:S:1:pos:R:3 method="wB97M-V/def2-TZVPD" homo_energy_ha=-0.308 lumo_ev=-1.02 spin_multiplicity=1 e_above_lowest_ev=1.324
Ir 0.03 0.02 0.11
C 0.88 5.89 3.77
C -0.47 5.17 3.71
C -0.91 4.82 5.13
C -1.52 6.10 3.08
C -0.33 3.93 2.84
C 0.13 4.04 1.53
C 0.29 2.92 0.75
N 0.01 1.70 1.22
C -0.45 1.56 2.47
C -0.63 2.65 3.29
C -0.74 0.15 2.86
C -1.06 -0.26 4.14
C -1.32 -1.60 4.39
C -1.23 -2.48 3.31
C -0.90 -2.02 2.06
N -0.67 -0.72 1.85
C -1.70 -2.12 5.77
C -0.60 -3.08 6.25
C -3.04 -2.85 5.68
C -1.84 -0.98 6.79
H 0.81 6.75 4.44
H 1.20 6.25 2.79
H 1.66 5.22 4.16
H -0.97 5.74 5.72
H -0.20 4.16 5.62
H -1.90 4.36 5.15
H -1.64 6.99 3.69
H -2.49 5.60 3.00
H -1.23 6.42 2.08
H 0.36 5.01 1.09
H 0.64 2.96 -0.28
H -1.02 2.50 4.29
H -1.09 0.47 4.93
H -1.42 -3.54 3.44
H -0.83 -2.66 1.19
H -0.52 -3.95 5.59
H -0.84 -3.45 7.25
H 0.37 -2.59 6.28
H -2.99 -3.73 5.03
H -3.83 -2.20 5.30
H -3.34 -3.20 6.68
H -0.89 -0.46 6.94
H -2.14 -1.40 7.75
H -2.60 -0.26 6.49
Cl 1.42 -3.18 -6.32
C 0.98 -2.68 -4.70
C 0.59 -3.66 -3.76
C 0.26 -3.32 -2.50
Cl -0.21 -4.55 -1.36
C 0.25 -1.96 -2.06
O -0.10 -1.73 -0.84
C 0.63 -1.00 -3.02
C 0.63 0.40 -2.75
O 0.22 0.97 -1.73
C 1.00 -1.38 -4.34
H 0.56 -4.71 -4.06
H 0.99 1.04 -3.56
H 1.27 -0.62 -5.06
F 5.00 -0.49 2.20
C 4.51 -0.65 0.97
F 4.45 -1.96 0.71
F 5.32 -0.07 0.10
S 2.84 0.09 0.88
O 3.01 1.43 1.39
O 2.01 -0.80 1.67
O 2.45 -0.02 -0.53
F -2.77 -0.07 -2.23
B -3.20 0.26 -0.97
F -3.89 -0.73 -0.32
F -3.75 1.50 -0.86
F -1.86 0.40 -0.13